(1)
Density functional theory data (ωB97M-V/def2-TZVPD) for a cluster of 12 separate species, C25H52Br22IN3OP in total in a non-equilibrium geometry.

Last column: Löwdin charge in e.
Atoms and positions in Å:
H (-5.5264, 4.7381, -3.0175)  -0.002
H (-6.1306, -6.8747, 3.4133)  0.144
H (8.0982, 8.1179, -2.2323)  0.063
C (7.0148, 8.0083, -2.3442)  -0.712
H (2.8736, -10.6341, 5.9804)  0.010
Br (-3.5216, -4.0303, 2.4409)  0.665
C (-6.3872, 4.7447, -2.3413)  -0.698
H (-0.3211, -9.5256, 4.4714)  0.031
C (8.1231, 4.0882, -4.5270)  -0.655
C (-3.1370, -2.1287, 2.2421)  -0.689
H (7.2448, 5.5117, -5.9395)  0.032
Br (-1.7732, 0.4777, 4.6344)  0.639
H (-5.1064, 4.8768, -0.6135)  0.058
Br (-0.8367, 3.1842, -0.5802)  0.592
C (-5.9769, 4.3083, -0.9537)  -0.705
C (-2.9601, 2.0085, 4.8611)  -0.678
H (3.2070, -7.6275, 3.6649)  0.048
H (-3.5915, -9.9197, 2.7605)  0.124
C (-3.2162, -7.9669, 2.7150)  -0.214
Br (-0.8370, 10.5846, -6.4615)  0.607
C (-5.1114, -7.2270, 3.9041)  -0.155
C (2.4231, -11.0639, 8.0442)  -0.684
Br (6.4422, 3.2711, -6.7021)  0.593
C (6.4006, 9.2908, -2.8563)  -0.663
C (2.7040, 6.0454, -4.8872)  -0.709
H (-4.4676, -0.0286, -3.9967)  0.059
C (-0.1852, 3.6145, -2.3679)  -0.712
H (-4.5894, -6.5744, 1.9910)  0.109
H (4.8931, -9.0689, 4.6917)  0.061
Br (-2.6370, 4.6133, -3.4684)  0.648
C (-4.3963, 1.6336, 4.5763)  -0.678
H (6.9326, 9.6440, -3.7446)  0.062
H (-0.2674, 5.2502, -3.7683)  0.047
H (8.5736, 4.5180, -6.5908)  0.061
C (2.0128, -10.6275, 6.6566)  -0.698
N (-4.0694, -6.7218, 2.8837)  -0.102
H (2.6982, 9.6954, -5.2492)  -0.012
N (-1.8466, -8.1356, 2.6526)  -0.150
N (-4.2526, -9.1045, 2.6832)  0.033
C (4.5736, -9.2936, 3.6692)  -0.680
Br (0.9633, 9.1555, -3.5733)  0.602
C (3.1030, 5.0692, -3.8046)  -0.681
H (1.5448, -9.6404, 6.6317)  0.039
C (-3.9910, 0.4898, -3.1610)  -0.673
H (-5.9614, -9.4034, 4.2100)  0.152
H (-4.0196, 0.4915, -0.9721)  0.042
H (2.6413, -12.1328, 8.1164)  0.059
C (-4.6370, 0.1993, -1.8259)  -0.678
C (1.6148, 9.5858, -5.3610)  -0.706
C (1.0006, 10.8683, -5.8731)  -0.688
H (0.8982, 3.7241, -2.2560)  0.012
C (-2.4910, -1.8382, 0.9070)  -0.711
H (1.4054, 8.7202, -5.9942)  0.052
H (-2.4872, -0.7620, 0.7070)  0.050
C (7.7128, 4.5246, -5.9147)  -0.687
H (0.9776, 11.6669, -5.1267)  0.056
Br (2.8093, -8.7196, 1.4833)  0.589
Br (4.0925, 6.1953, -6.2486)  0.609
O (0.1787, -8.6494, 4.6334)  -0.443
H (8.9936, 4.6567, -4.1869)  0.062
C (3.2180, -8.6863, 3.3899)  -0.714
H (5.3485, -8.9671, 2.9714)  0.056
Br (6.7243, 4.4738, -3.2238)  0.698
Br (-7.3757, 4.6939, 0.3495)  0.603
H (8.3413, 3.0192, -4.4549)  0.056
Br (-2.1112, -0.0314, -3.1641)  0.615
Br (0.7422, -11.8809, 5.8691)  0.627
Br (6.3633, 7.5780, -0.5565)  0.599
H (-3.9872, 1.5660, -3.3610)  0.035
H (-2.9676, -2.3566, 0.0713)  -0.017
H (1.7800, 5.7688, -5.4022)  0.054
H (6.8054, 7.1427, -2.9774)  -0.034
Br (-7.6578, 3.4912, -3.1288)  0.598
H (2.4367, 5.1586, -2.9407)  0.048
H (-2.5196, -1.8365, 3.0959)  -0.006
H (4.1377, 5.1863, -3.4731)  -0.024
P (-0.9204, -7.3990, 4.0340)  0.560
H (1.5326, 11.2215, -6.7614)  0.062
I (0.3640, -5.4851, 3.1242)  0.429
Br (1.0243, -10.6782, 9.3474)  0.612
H (-5.6093, 0.6954, -1.7531)  0.048
H (-1.3715, -8.6922, 1.8824)  0.164
H (-2.5826, 2.8044, 4.2134)  0.056
Br (4.5072, -11.2411, 3.5771)  0.630
H (2.3989, -9.1990, 3.9015)  0.011
Br (-0.6112, -2.3594, 0.9039)  0.571
H (2.5986, 7.0537, -4.4760)  -0.043
H (-0.8224, 5.6956, -2.1335)  0.058
Br (2.9030, 3.2249, -4.4082)  0.632
H (-4.0812, -8.9905, 4.8586)  0.130
H (-4.6940, 0.6816, 5.0226)  0.055
H (-0.3946, 2.7488, -3.0011)  0.027
Br (-5.0216, -1.7023, -1.6271)  0.656
C (-4.9255, -8.8818, 4.0531)  -0.118
H (6.3776, 10.0894, -2.1098)  0.056
H (3.2936, -10.4953, 8.3844)  0.063
H (-5.0647, -6.7466, 4.9893)  0.144
H (-4.1093, -1.6326, 2.3149)  0.034
C (-0.7994, 4.8970, -2.8800)  -0.678
H (-2.8411, 2.3086, 5.9064)  0.062
H (-5.7587, 3.2393, -0.8815)  0.034
Br (4.5630, 9.0071, -3.4447)  0.675
Br (-4.7217, 1.4907, 2.6582)  0.611
H (-5.0753, 2.4199, 4.9212)  0.063
H (-6.8552, 5.7318, -2.3662)  0.058

Values from the calculation:
LUMO level = -5.4173 eV
HOMO = -10.92 eV
net charge = +1

(2)
Density functional theory data (ωB97M-V/def2-TZVPD) for a structure of composition C19H27CoN4O3S.

Last column: Löwdin spin population.
Atoms and positions in Å:
H (-1.2014, 4.7780, -1.3552)  0.000
H (5.2935, -0.0676, -3.1065)  0.000
N (-1.5961, -1.8941, 3.5244)  0.002
O (1.2099, 0.0530, 1.1938)  0.056
H (-4.2016, 1.6763, -2.2200)  0.000
C (4.1691, -0.3583, 0.5912)  0.001
C (3.2486, -0.3931, -0.4413)  0.004
H (1.2414, -6.1240, 0.9698)  0.000
C (-2.4709, 1.5503, -0.3090)  0.010
H (1.8176, -4.5364, 2.7687)  0.000
C (-1.3965, 4.5158, -0.3167)  0.000
N (-1.7970, 1.5263, 0.8184)  0.043
H (-3.6700, 3.1148, -4.1420)  0.000
H (6.2499, -0.1910, 1.0634)  0.000
C (1.4971, -2.3833, 0.2038)  0.000
H (-0.3572, -0.5018, 4.2306)  0.001
N (-1.1724, -0.5582, 3.6299)  0.038
H (-2.3464, 0.3503, -2.0995)  0.000
C (-2.6473, 0.2575, -1.0569)  0.004
C (1.7331, -2.8230, 1.4947)  0.000
H (6.9629, -0.0253, -1.2879)  0.000
H (-3.5315, 4.6501, -0.5670)  0.000
H (-1.9016, 0.0170, 4.0385)  0.001
C (5.9118, -0.1260, -1.0524)  0.000
C (1.1111, -4.6140, -0.5452)  0.000
C (-3.0223, 3.1427, -3.2660)  0.000
C (-2.8074, 3.9543, -0.1489)  0.001
H (0.9972, -2.8830, -1.8222)  0.000
C (-3.8025, 2.6701, -2.0445)  0.001
C (4.9761, -0.1542, -2.0763)  0.000
C (-1.6991, -2.5412, 2.2787)  0.008
C (1.1853, -3.2582, -0.8227)  0.000
C (1.6488, -4.1785, 1.7620)  0.000
C (3.6300, -0.2793, -1.7708)  0.001
N (-3.0059, 2.6654, -0.8133)  0.007
O (-2.0973, -3.6835, 2.2558)  0.011
H (-1.9568, -2.3573, 4.3398)  0.001
H (-0.6402, 3.7977, 0.0007)  0.000
H (-3.6910, -0.0562, -1.0254)  0.000
O (-1.3257, -1.8201, 1.2645)  0.083
H (2.8778, -0.2930, -2.5509)  0.000
H (1.9589, -2.1092, 2.2771)  0.000
H (-2.0657, -0.5318, -0.5870)  0.002
C (5.5103, -0.2208, 0.2747)  0.000
Co (-0.7612, -0.0073, 1.5522)  2.714
H (-3.0529, 3.8561, 0.9120)  0.000
H (-4.6560, 3.3275, -1.8776)  0.000
S (1.4968, -0.6261, -0.1538)  0.007
H (-2.6694, 4.1659, -3.1407)  0.000
H (3.8433, -0.4297, 1.6212)  0.000
H (0.8581, -5.3118, -1.3318)  0.000
H (-2.1618, 2.4998, -3.4559)  0.000
H (-1.7647, 2.4196, 1.2911)  0.004
H (-1.2901, 5.4185, 0.2846)  0.000
C (1.3312, -5.0698, 0.7457)  0.000

Values from the calculation:
LUMO level (alpha / beta) = -2.3623 / -2.5318 eV
HOMO (alpha / beta) = -11.81 / -11.81 eV
net charge = +1
multiplicity = 4

(3)
Density functional theory data (ωB97M-V/def2-TZVPD) for a cluster of 2 separate species, C21H33F3N4S in total in a non-equilibrium geometry.

Last column: natural (NBO) charge in e.
Atoms and positions in Å:
C (1.4321, -0.7821, 1.5091)  0.146
H (3.3918, -1.1670, 0.7900)  0.206
N (0.5930, 2.5616, -4.9483)  -0.601
C (-1.9117, 4.7362, -3.2955)  -0.196
C (2.6070, -0.4373, 0.8605)  -0.769
H (0.4447, 2.4156, 3.0489)  0.209
H (-2.4172, -2.8769, 1.5067)  0.219
H (2.8914, -3.2143, 0.8146)  0.223
C (-1.0078, 1.8974, 0.7431)  -0.612
H (2.0682, 2.1069, 2.3692)  0.232
H (-1.0231, -3.2999, 3.5609)  0.221
C (-2.6297, -2.3523, 2.4480)  -0.618
H (2.5761, 1.9558, -4.8213)  0.210
H (2.2167, -2.7526, 4.4613)  0.220
N (-0.6812, -0.3366, 2.1716)  -0.131
C (2.9123, -3.3797, 1.8987)  -0.605
F (0.1796, 0.3354, -7.0319)  -0.332
F (-1.6562, 1.5077, -6.6486)  -0.324
C (0.9185, -1.9145, 2.1851)  0.063
S (0.5918, 2.8908, -6.5959)  0.419
C (-1.4004, -2.3005, 3.3311)  -0.041
H (-0.8211, 0.9933, -3.3814)  0.214
C (1.5889, 1.5987, -4.5013)  -0.411
H (3.5605, -2.6215, 2.3551)  0.223
H (-0.4056, 5.0312, -4.8307)  0.224
C (-0.4695, 2.9864, -4.1378)  0.140
H (1.0607, -5.3713, 1.9889)  0.211
C (1.4943, -3.2960, 2.4809)  -0.057
H (-3.4493, -2.8818, 2.9496)  0.215
C (-1.6681, -1.5043, 4.5939)  -0.617
C (-0.9069, 4.3260, -4.1700)  -0.233
H (2.6759, 0.5657, 0.4469)  0.193
H (0.5989, -4.2111, 0.7210)  0.219
C (1.0473, 2.4234, 2.1327)  -0.619
H (0.6031, -3.4859, 4.4991)  0.196
C (-2.6006, 3.7916, -2.5272)  -0.241
H (1.5415, 1.5372, -3.4064)  0.217
C (-1.1528, 2.0395, -3.3451)  -0.205
C (0.6295, -4.3785, 1.8057)  -0.603
C (-0.4210, 1.5474, -7.2361)  0.795
H (-2.0189, -0.5024, 4.3115)  0.232
H (-2.8457, 1.6778, -2.0714)  0.216
H (1.0883, 3.4504, 1.7580)  0.213
H (3.3400, -4.3749, 2.0953)  0.208
C (0.4147, 1.5244, 1.0866)  -0.040
H (-0.4034, -4.3926, 2.1712)  0.196
H (-2.1648, 5.7944, -3.2241)  0.218
H (-1.3985, 1.2236, -0.0277)  0.217
N (-0.3418, -1.5920, 2.5554)  -0.101
H (-1.6502, 1.8320, 1.6274)  0.222
N (0.3860, 0.1299, 1.5559)  -0.180
H (-3.4211, 4.1085, -1.8778)  0.216
C (-2.2587, 2.4380, -2.5994)  -0.204
H (-2.4424, -1.9934, 5.1993)  0.215
H (1.0279, 1.5097, 0.1834)  0.216
C (1.5799, -3.5208, 4.0033)  -0.603
H (2.0230, -4.5036, 4.2106)  0.210
H (-0.7632, -1.4199, 5.2107)  0.219
H (1.4274, 0.6107, -4.9508)  0.201
H (-2.9452, -1.3226, 2.2326)  0.233
F (-0.5913, 1.7271, -8.5787)  -0.322
H (-1.0438, 2.9122, 0.3338)  0.218

Values from the calculation:
LUMO level = 0.6406 eV
HOMO = -5.69 eV
energy relative to the best compared isomer or geometry (same formula, charge and spin) = 0.00 kcal/mol

(4)
Density functional theory data (ωB97M-V/def2-TZVPD) for the molecule C20H23N3O in a non-equilibrium geometry.

Last column: natural (NBO) charge in e.
Atoms and positions in Å:
H (0.0742, 3.6033, 0.8487)  0.197
C (2.8920, 0.1110, 1.4571)  -0.226
C (1.9237, -2.7204, -0.8612)  -0.411
C (0.4819, -3.0355, -0.4395)  -0.439
H (-1.9570, 2.8096, 0.8866)  0.211
C (2.7044, -0.3597, -1.2581)  -0.191
H (2.9661, 0.2902, 2.5204)  0.210
H (3.5329, 2.0835, 0.9237)  0.212
C (-2.7503, -1.5939, 1.4702)  -0.206
H (-0.2328, 4.3724, -0.7114)  0.212
C (-0.7431, -0.7395, 2.4567)  -0.198
H (0.3674, 2.1912, -1.8424)  0.194
C (2.4844, -1.1258, 0.9930)  -0.171
H (0.3941, -2.9492, 0.6463)  0.230
C (3.1215, 0.8765, -0.7975)  -0.211
H (-3.3056, 2.0860, 0.0017)  0.200
C (0.3077, 3.5723, -0.2122)  -0.618
H (0.3962, 1.4069, -0.2648)  0.214
N (-1.4942, 2.0695, -0.9846)  -0.428
C (-1.8549, 1.0649, -1.9548)  -0.274
H (-3.8355, -0.2352, 0.2315)  0.211
H (-3.4539, -2.4000, 1.3228)  0.219
O (-2.2540, -1.3479, -1.9591)  -0.291
C (-2.9606, -0.3744, 0.8524)  -0.243
C (-1.4376, -0.3365, -1.6374)  0.534
C (-2.2486, 1.9646, 0.2617)  -0.262
H (1.3748, 3.7433, -0.3256)  0.213
C (-1.6346, -1.7812, 2.2683)  -0.231
H (-2.9411, 1.0651, -2.0859)  0.222
C (2.3776, -1.3739, -0.3698)  -0.011
H (2.2524, -1.9115, 1.6982)  0.197
H (1.9978, -2.7621, -1.9494)  0.212
C (3.2120, 1.1174, 0.5621)  -0.229
H (-0.2562, 1.2863, 1.9987)  0.212
H (3.3740, 1.6556, -1.5022)  0.211
C (-0.0541, 2.2285, -0.8349)  -0.235
C (-0.9545, 0.4789, 1.8367)  -0.240
N (-1.6290, -2.4942, -1.5640)  -0.163
N (-0.3412, -0.7512, -1.0822)  -0.530
H (2.5736, -3.4963, -0.4471)  0.220
H (2.6298, -0.5378, -2.3213)  0.208
C (-0.5013, -2.1052, -1.0406)  0.326
H (-1.3992, 1.3415, -2.9136)  0.228
C (-2.0582, 0.6715, 1.0144)  0.054
H (-1.4690, -2.7352, 2.7483)  0.213
H (0.1213, -0.8731, 3.0904)  0.211
H (0.2069, -4.0502, -0.7304)  0.235

Values from the calculation:
LUMO level = 0.8250 eV
SMILES = CCN(Cc1ccccc1)Cc1nc(CCc2ccccc2)no1
HOMO = -8.57 eV
energy relative to the best compared isomer or geometry (same formula, charge and spin) = 60.39 kcal/mol